[1]
# C21H31BrF9NO5P

A 2-piece molecular cluster, C21H31BrF9NO5P overall (ωB97M-V/def2-TZVPD, OMol25).

Output
highest occupied orbital energy: -11.9 eV
molecular weight: 659.3 u
Kohn-Sham gap: 8.92 eV
E_LUMO: -3.016 eV
charge: +1

Atoms and positions in Å:
C1 3.52821 -0.75599 4.42892
C2 2.20882 -1.41665 3.76104
O1 1.10403 -1.07629 4.25140
O2 2.40950 -2.35177 2.71819
C3 1.28642 -2.39242 1.80163
C4 1.34506 -1.17570 0.72859
C5 -0.10007 -0.71317 0.19942
C6 -0.84904 0.36311 1.12699
C7 -2.10796 0.81254 0.17791
C8 -3.48668 0.56146 0.94168
F1 -3.63892 -0.87374 1.02427
F2 -3.46589 0.99658 2.31987
C9 -4.77314 1.25067 0.27545
F3 -5.08156 2.39231 1.09755
F4 -4.57006 1.75292 -1.03226
C10 -6.09840 0.35176 0.25252
F5 -7.18968 1.26366 0.04364
F6 -6.38671 -0.26370 1.51411
C11 -6.17721 -0.69962 -0.96897
F7 -6.87262 -1.88232 -0.66439
F8 -6.89693 -0.03475 -2.01355
F9 -4.92530 -1.03833 -1.52305
C12 -1.64846 2.31195 -0.19891
C13 -0.22409 2.68208 0.50671
P1 1.37275 2.31942 -0.53064
C14 2.63629 3.55798 0.22064
C15 1.11949 2.75646 -2.35069
N1 -0.14867 1.60818 1.55577
C16 -0.42902 1.90967 3.00720
C17 -1.00843 3.36488 3.32133
O3 -0.30314 4.10295 4.06191
Br1 -2.68361 4.14530 2.63566
H1 3.88900 0.13953 3.81179
H2 3.22980 -0.34221 5.45484
H3 4.34854 -1.53528 4.60772
H4 0.26322 -2.41839 2.30463
H5 1.40687 -3.36924 1.19580
H6 1.89945 -1.61241 -0.18503
H7 2.01259 -0.33819 1.12577
H8 -0.71935 -1.68062 0.05765
H9 -0.00715 -0.25410 -0.85795
H10 -1.37758 -0.29346 1.89423
H11 -2.17704 0.04776 -0.68453
H12 -2.49911 3.06829 -0.10630
H13 -1.51104 2.24579 -1.33751
H14 -0.04463 3.77476 0.77624
H15 3.56157 3.68700 -0.43510
H16 2.12061 4.59142 0.32932
H17 2.91406 3.26129 1.30408
H18 0.09921 2.47620 -2.77282
H19 1.89052 2.12975 -2.94484
H20 1.41680 3.85360 -2.55769
H21 0.87796 1.39305 1.57645
H22 -1.14376 1.15534 3.51394
H23 0.56459 1.79532 3.58668
O4 1.29186 -1.53710 -2.26710
C18 2.04398 -2.15087 -2.99880
O5 1.63330 -3.28808 -3.57914
C19 2.36277 -3.98328 -4.60504
C20 3.39444 -4.91595 -4.00357
C21 3.46422 -1.70382 -3.19161
H24 2.79698 -3.28198 -5.32142
H25 1.62670 -4.57142 -5.15775
H26 4.14311 -4.36880 -3.42655
H27 3.90546 -5.47927 -4.78665
H28 2.91836 -5.61994 -3.31662
H29 4.07400 -2.08119 -2.36806
H30 3.48663 -0.61184 -3.18454
H31 3.89806 -2.01112 -4.14047

=====

[2]
# C21H31ClFeN2O5

C21H31ClFeN2O5 as an isolated structure (ωB97M-V/def2-TZVPD, OMol25).

Output
highest occupied orbital energy (alpha / beta): -7.7 / -7.7 eV
molecular weight: 482.8 u
Kohn-Sham gap (alpha / beta): 7.96 / 7.96 eV
energy above the lowest of the compared OMol25 structures with the same formula, charge and spin: 0.0 kJ/mol
E_LUMO (alpha / beta): 0.264 / 0.258 eV

Atoms and positions in Å:
Fe1 0.82489 -0.40119 -0.81300
C1 3.09854 -0.77610 1.92968
C2 3.40219 0.48223 1.10755
C3 3.35111 0.32250 -0.42240
C4 2.59156 1.68744 1.53216
C5 3.26408 2.77796 2.05659
C6 2.57960 3.92257 2.42934
C7 1.22075 3.98835 2.21331
C8 0.49024 2.93593 1.64962
C9 -0.98479 3.28858 1.39904
C10 -1.65242 2.80276 0.11535
C11 -1.87157 3.09682 2.62936
C12 1.19260 1.74631 1.36774
N1 0.52355 0.57366 0.90531
C13 -0.55343 0.19941 1.50773
C14 -1.35500 -0.79751 0.91483
C15 -2.59241 -1.28502 1.31147
C16 -3.00523 -2.13030 0.28861
C17 -2.00759 -2.12303 -0.69688
N2 -0.98002 -1.31125 -0.32343
C18 -2.01180 -3.01132 -1.92379
C19 -1.73891 -2.22515 -3.20355
C20 -0.95735 -4.11542 -1.76573
C21 -3.37781 -3.69102 -2.06602
H1 3.69525 -1.61764 1.57528
H2 2.05290 -1.06934 1.89979
H3 3.36143 -0.59006 2.97241
H4 4.44211 0.72541 1.33941
H5 2.41434 0.71302 -0.86235
H6 3.54876 -0.69499 -0.75041
H7 4.08165 0.97631 -0.90104
H8 4.33843 2.71753 2.18538
H9 3.10667 4.76680 2.85409
H10 0.68925 4.90243 2.45436
H11 -0.93170 4.37469 1.26722
H12 -1.79607 1.72959 0.03320
H13 -1.08309 3.12090 -0.75544
H14 -2.64410 3.25640 0.05492
H15 -2.00566 2.05512 2.92671
H16 -2.86410 3.50267 2.42606
H17 -1.45886 3.62955 3.48876
H18 -0.85531 0.67059 2.43559
H19 -3.11904 -1.02628 2.21691
H20 -3.92851 -2.68296 0.24895
H21 -0.74381 -1.79812 -3.21453
H22 -2.45371 -1.40854 -3.32268
H23 -1.82774 -2.88731 -4.06887
H24 0.05139 -3.70217 -1.77534
H25 -1.02128 -4.82296 -2.59555
H26 -1.09794 -4.66651 -0.83358
H27 -4.17882 -2.95498 -2.14915
H28 -3.59866 -4.34802 -1.22311
H29 -3.38291 -4.29959 -2.97238
O1 1.80354 1.32636 -3.79766
Cl1 0.70550 0.63035 -3.24363
O2 0.30693 1.22668 -1.95172
O3 -0.39412 0.54985 -4.12312
O4 1.14078 -0.73536 -2.82000
O5 1.62652 -2.23616 -0.22738
H30 0.80138 -2.59998 0.13386
H31 1.76783 -2.69051 -1.06783

=====

[3]
# C21H31CoF5P2S

C21H31CoF5P2S as an isolated structure (ωB97M-V/def2-TZVPD, OMol25).

Output
highest occupied orbital energy (alpha / beta): -5.5 / -5.5 eV
molecular weight: 531.4 u
2S+1: 4
Kohn-Sham gap (alpha / beta): 4.43 / 4.47 eV
energy above the lowest of the compared OMol25 structures with the same formula, charge and spin: 789.1 kJ/mol
expectation value of S²: 3.78
E_LUMO (alpha / beta): -1.057 / -1.059 eV

Atoms and positions in Å:
P1 2.35020 0.58276 -0.40787
P2 -0.63434 -0.35473 -2.96653
C1 2.07944 -0.21007 -2.17864
C2 1.07169 0.31427 -3.23173
H1 1.82128 -1.26950 -1.95177
H2 3.10152 -0.22155 -2.60616
H3 1.05655 1.41847 -3.33282
H4 1.36377 -0.07827 -4.23156
C3 -0.78176 -1.62579 -4.31221
H5 -1.67559 -2.25930 -4.18212
H6 0.09955 -2.29720 -4.32836
H7 -0.87334 -1.10790 -5.28188
C4 -1.72620 0.97609 -3.54274
H8 -1.90044 0.83612 -4.62758
H9 -1.22406 1.93381 -3.33026
H10 -2.69044 0.92239 -3.00340
C5 3.69681 -0.66725 -0.02889
H11 4.06546 -0.47758 0.98228
H12 4.53302 -0.56802 -0.73043
H13 3.37896 -1.72164 -0.07367
C6 2.93217 2.22211 -0.89029
H14 2.11948 2.69160 -1.47855
H15 3.86928 2.01391 -1.41818
H16 3.08130 2.68751 0.19285
Co1 1.64903 2.15442 0.68432
C7 -1.79830 -1.18644 -1.55471
C8 -1.60892 -2.57964 -1.31028
C9 -0.51169 -3.46911 -1.55846
C10 0.18987 -3.90989 -0.20287
C11 0.75202 -2.83916 0.71332
C12 0.45479 -1.56667 0.96569
C13 -0.25023 -0.47622 0.20202
C14 -1.72435 -0.51865 -0.15219
C15 1.47018 4.21311 2.18836
H17 -2.76726 -1.05865 -2.05806
H18 -2.37898 -2.98542 -0.65795
H19 0.24299 -2.99847 -2.22012
H20 -0.87512 -4.35858 -2.12335
H21 -0.48980 -4.61224 0.29568
H22 1.02769 -4.54682 -0.52127
H23 1.62286 -3.23731 1.27725
H24 1.17943 -1.09227 1.66338
H25 0.20240 -0.37146 -0.81890
H26 -0.07489 0.53554 0.66647
H27 -2.30440 -1.07359 0.59415
H28 -2.14858 0.49604 -0.15193
H29 0.36698 4.33900 2.31163
H30 1.77478 5.27590 2.02012
H31 1.79109 4.05224 3.24160
F1 -4.01301 1.90561 6.38492
C16 -3.11922 1.61247 5.42075
C17 -3.34875 2.00855 4.10141
F2 -4.56538 2.50279 3.75775
C18 -2.31912 1.91365 3.16462
F3 -2.57865 2.20889 1.85504
C19 -1.00882 1.48328 3.49738
S1 0.41825 1.80540 2.55386
C20 -0.91642 0.89853 4.80439
F4 0.20433 0.20708 5.12657
C21 -1.91829 0.99308 5.76613
F5 -1.74085 0.53479 7.03375

=====

[4]
# C21H31F5P2SZn

C21H31F5P2SZn as an isolated structure (ωB97M-V/def2-TZVPD, OMol25).

Output
highest occupied orbital energy: -6.7 eV
molecular weight: 537.9 u
Kohn-Sham gap: 6.93 eV
energy above the lowest of the compared OMol25 structures with the same formula, charge and spin: 0.0 kJ/mol
E_LUMO: 0.227 eV

Atoms and positions in Å:
P1 -0.16315 0.42331 2.11683
P2 -0.87772 -0.69726 -1.24832
C1 0.75342 0.86040 0.55964
C2 -0.01454 0.84845 -0.76473
H1 1.65208 0.22682 0.51098
H2 1.09389 1.88238 0.74764
H3 -0.72201 1.68917 -0.79739
H4 0.72315 0.98274 -1.55785
C3 0.32626 -1.64687 -2.23974
H5 -0.14415 -2.60562 -2.49627
H6 1.23115 -1.86078 -1.65139
H7 0.60121 -1.10734 -3.15757
C4 -2.14044 -0.11860 -2.40489
H8 -1.68533 0.18684 -3.35856
H9 -2.68174 0.72814 -1.96638
H10 -2.85108 -0.93688 -2.58013
C5 1.14755 0.23754 3.36393
H11 0.68340 0.13123 4.35531
H12 1.80075 1.12125 3.34329
H13 1.72510 -0.67033 3.14415
C6 -0.99066 2.01337 2.49694
H14 -1.62585 2.31969 1.65436
H15 -0.23722 2.79069 2.69164
H16 -1.62373 1.88681 3.38604
Zn1 -0.96153 -1.50732 0.94070
C7 2.08078 2.45466 -2.41436
C8 2.80262 1.31991 -2.33060
C9 4.23087 1.27398 -1.89394
C10 4.56628 2.11879 -0.62940
C11 3.47269 2.29409 0.38260
C12 2.62638 3.34030 0.42223
C13 2.46879 4.36446 -0.65878
C14 2.58645 3.83569 -2.11968
C15 -2.52015 -1.16038 2.13914
H17 1.07527 2.45178 -2.85394
H18 2.43111 0.37107 -2.73183
H19 4.89031 1.63990 -2.70401
H20 4.52336 0.22485 -1.71901
H21 5.39528 1.60560 -0.11836
H22 4.93580 3.10224 -0.95671
H23 3.46706 1.54308 1.17936
H24 2.06296 3.57743 1.33561
H25 3.22654 5.15927 -0.54218
H26 1.49306 4.86510 -0.53220
H27 1.97562 4.51764 -2.73476
H28 3.62959 3.94784 -2.45085
H29 -3.40024 -1.46713 1.55555
H30 -2.65783 -0.12568 2.48110
H31 -2.42736 -1.83198 3.00891
F1 -6.61420 -5.63932 0.91649
C16 -5.34666 -5.18473 0.86910
C17 -4.99173 -4.17872 -0.02950
F2 -5.93655 -3.62299 -0.82044
C18 -3.67540 -3.74363 -0.08652
F3 -3.37819 -2.73196 -0.95992
C19 -2.65899 -4.29372 0.71918
S1 -0.99303 -3.87089 0.58169
C20 -3.07363 -5.24974 1.67513
F4 -2.17017 -5.71489 2.56900
C21 -4.38532 -5.70748 1.73591
F5 -4.73019 -6.66223 2.62777

=====

Question: Which value of molecular weight does entry 3 give?
Answer: 531.4 u

=====

Question: What is the formula in the fourth record?
Answer: C21H31F5P2SZn

=====

Copy entry 4 word for word.
# C21H31F5P2SZn

C21H31F5P2SZn as an isolated structure (ωB97M-V/def2-TZVPD, OMol25).

Output
highest occupied orbital energy: -6.7 eV
molecular weight: 537.9 u
Kohn-Sham gap: 6.93 eV
energy above the lowest of the compared OMol25 structures with the same formula, charge and spin: 0.0 kJ/mol
E_LUMO: 0.227 eV

Atoms and positions in Å:
P1 -0.16315 0.42331 2.11683
P2 -0.87772 -0.69726 -1.24832
C1 0.75342 0.86040 0.55964
C2 -0.01454 0.84845 -0.76473
H1 1.65208 0.22682 0.51098
H2 1.09389 1.88238 0.74764
H3 -0.72201 1.68917 -0.79739
H4 0.72315 0.98274 -1.55785
C3 0.32626 -1.64687 -2.23974
H5 -0.14415 -2.60562 -2.49627
H6 1.23115 -1.86078 -1.65139
H7 0.60121 -1.10734 -3.15757
C4 -2.14044 -0.11860 -2.40489
H8 -1.68533 0.18684 -3.35856
H9 -2.68174 0.72814 -1.96638
H10 -2.85108 -0.93688 -2.58013
C5 1.14755 0.23754 3.36393
H11 0.68340 0.13123 4.35531
H12 1.80075 1.12125 3.34329
H13 1.72510 -0.67033 3.14415
C6 -0.99066 2.01337 2.49694
H14 -1.62585 2.31969 1.65436
H15 -0.23722 2.79069 2.69164
H16 -1.62373 1.88681 3.38604
Zn1 -0.96153 -1.50732 0.94070
C7 2.08078 2.45466 -2.41436
C8 2.80262 1.31991 -2.33060
C9 4.23087 1.27398 -1.89394
C10 4.56628 2.11879 -0.62940
C11 3.47269 2.29409 0.38260
C12 2.62638 3.34030 0.42223
C13 2.46879 4.36446 -0.65878
C14 2.58645 3.83569 -2.11968
C15 -2.52015 -1.16038 2.13914
H17 1.07527 2.45178 -2.85394
H18 2.43111 0.37107 -2.73183
H19 4.89031 1.63990 -2.70401
H20 4.52336 0.22485 -1.71901
H21 5.39528 1.60560 -0.11836
H22 4.93580 3.10224 -0.95671
H23 3.46706 1.54308 1.17936
H24 2.06296 3.57743 1.33561
H25 3.22654 5.15927 -0.54218
H26 1.49306 4.86510 -0.53220
H27 1.97562 4.51764 -2.73476
H28 3.62959 3.94784 -2.45085
H29 -3.40024 -1.46713 1.55555
H30 -2.65783 -0.12568 2.48110
H31 -2.42736 -1.83198 3.00891
F1 -6.61420 -5.63932 0.91649
C16 -5.34666 -5.18473 0.86910
C17 -4.99173 -4.17872 -0.02950
F2 -5.93655 -3.62299 -0.82044
C18 -3.67540 -3.74363 -0.08652
F3 -3.37819 -2.73196 -0.95992
C19 -2.65899 -4.29372 0.71918
S1 -0.99303 -3.87089 0.58169
C20 -3.07363 -5.24974 1.67513
F4 -2.17017 -5.71489 2.56900
C21 -4.38532 -5.70748 1.73591
F5 -4.73019 -6.66223 2.62777

=====

Question: molecular weight of number 2 (C21H31ClFeN2O5)?
Answer: 482.8 u